1.
# C2H7S

A cluster of 2 separate species, C2H7S in total in a non-equilibrium geometry (wB97M-V/def2-TZVPD, OMol25).

Frontier orbital gap, eV: 6.7
HOMO, eV: -2.444
Charge: -1
E_tot, a.u.: -478.59541

Last column: Mulliken charge in e.
Atoms and positions in Å:
S 3.017 -0.063 -0.212  -0.90
H 3.471 -0.115 1.098  -0.04
C -1.133 -0.676 -0.156  -0.81
C -0.423 0.761 -0.140  -0.50
H -2.247 -0.573 -0.050  0.27
H -0.945 -1.328 -1.033  0.26
H -0.845 -1.360 0.682  0.24
H -0.835 1.462 -0.884  0.22
H 0.655 0.799 -0.196  0.10
H -0.715 1.093 0.890  0.17



2.
# F8IN4O16PtS8

A structure of composition F8IN4O16PtS8 in a non-equilibrium geometry (wB97M-V/def2-TZVPD, OMol25).

Frontier orbital gap (spin up / spin down), eV: 7.6 / 5.8
HOMO (spin up / spin down), eV: -1.474 / -1.326
Charge: -3
Multiplicity: 3
E_tot, a.u.: -5824.19173

Last column: Mulliken spin population.
Atoms and positions in Å:
Pt 0.328 -0.183 0.541  1.45
N -3.955 1.685 0.024  0.01
S -2.790 1.826 1.106  0.02
O -1.789 0.767 1.094  -0.01
O -2.974 2.602 2.285  0.00
F -1.987 2.907 0.172  0.00
S -5.051 0.964 1.091  0.00
O -5.790 1.998 1.771  0.00
O -4.626 -0.191 1.850  0.00
F -6.191 0.512 0.092  0.00
N 1.461 0.650 2.084  0.05
S 3.141 0.823 2.190  0.00
O 3.813 -0.152 3.020  0.00
O 3.568 2.194 2.068  0.00
F 3.420 0.205 0.749  0.00
S 1.167 1.474 3.433  -0.01
O 1.214 2.915 3.394  0.00
O 1.541 0.909 4.712  0.00
F -0.423 1.194 3.396  0.00
N 2.501 -4.128 -1.267  0.00
S 2.589 -2.480 -1.574  0.02
O 1.876 -1.606 -0.667  0.02
O 2.798 -2.091 -2.922  0.00
F 4.084 -2.369 -1.017  0.00
S 1.215 -4.322 -2.122  0.00
O 1.530 -4.560 -3.520  0.00
O -0.041 -3.690 -1.817  0.00
F 0.882 -5.832 -1.557  0.00
N 0.090 0.779 -1.333  0.06
S -1.123 0.555 -2.534  0.00
O -0.880 0.000 -3.841  0.01
O -2.247 1.433 -2.432  0.00
F -1.608 -0.744 -1.714  0.00
S 0.891 1.824 -2.177  0.00
O 0.192 3.080 -2.351  0.01
O 1.757 1.351 -3.208  0.01
F 1.950 2.248 -1.062  0.00
I -0.536 -2.550 2.040  0.33



3.
# H62O31

A cluster of 31 separate species, H62O31 in total in a non-equilibrium geometry (wB97M-V/def2-TZVPD, OMol25).

Frontier orbital gap, eV: 9.0
HOMO, eV: -9.898
Charge: 0
E_tot, a.u.: -2369.66011

Last column: Mulliken charge in e.
Atoms and positions in Å:
O -1.086 2.247 -5.296  -0.56
H -0.514 1.791 -4.679  0.28
H -0.529 2.422 -6.055  0.27
O 2.686 -1.121 0.751  -0.32
H 2.866 -0.331 1.261  0.10
H 3.431 -1.696 0.928  0.08
O 0.059 -4.774 -1.398  -0.60
H 0.819 -5.270 -1.093  0.28
H -0.580 -5.442 -1.645  0.25
O -4.908 -0.168 0.795  -0.46
H -5.845 0.030 0.814  0.22
H -4.712 -0.311 -0.131  0.27
O -4.943 -0.400 -1.815  -0.45
H -5.792 -0.279 -2.242  0.24
H -4.789 -1.344 -1.853  0.24
O 6.285 0.930 0.522  -0.64
H 5.545 0.904 -0.084  0.32
H 6.671 0.056 0.466  0.31
O -2.241 -2.320 2.604  -0.65
H -2.423 -3.194 2.256  0.25
H -3.073 -2.035 2.982  0.28
O -0.039 -1.509 3.815  -0.63
H -0.841 -1.817 3.394  0.38
H 0.667 -1.849 3.265  0.24
O -4.994 2.559 -2.225  -0.63
H -4.621 1.979 -1.561  0.33
H -5.018 3.420 -1.806  0.30
O -1.532 4.578 1.299  -0.63
H -2.048 4.083 0.663  0.36
H -1.557 5.480 0.979  0.26
O -3.821 -3.197 -1.468  -0.66
H -2.928 -2.855 -1.493  0.39
H -3.799 -3.969 -2.033  0.28
O 4.513 -4.105 -0.019  -0.49
H 4.079 -4.668 -0.659  0.26
H 5.048 -4.702 0.503  0.24
O -3.946 1.048 3.311  -0.54
H -4.208 1.002 4.231  0.27
H -4.419 0.330 2.891  0.25
O -3.365 -0.020 -4.837  -0.68
H -2.822 0.237 -4.092  0.42
H -3.652 -0.909 -4.629  0.27
O -1.520 0.254 1.455  0.00
H -1.697 0.684 2.292  0.06
H -2.023 -0.559 1.492  0.03
O -1.940 0.646 -2.686  -0.45
H -1.789 -0.299 -2.662  0.33
H -1.064 1.028 -2.728  0.22
O -2.761 2.316 -0.439  -0.38
H -2.412 1.808 0.293  0.50
H -2.405 1.889 -1.219  -0.04
O -0.232 3.034 3.290  -0.60
H -0.568 2.842 4.165  0.27
H -0.825 3.702 2.947  0.24
O 2.365 -2.944 -1.705  -0.45
H 1.803 -3.718 -1.689  0.14
H 2.331 -2.603 -0.812  0.33
O 0.930 1.652 -3.014  -0.58
H 1.568 2.343 -2.838  0.26
H 1.158 0.952 -2.403  0.18
O -4.674 3.516 1.283  -0.63
H -3.854 3.162 0.939  0.21
H -4.672 3.270 2.208  0.28
O 4.740 -3.180 -3.231  -0.61
H 3.956 -3.020 -2.707  0.42
H 4.858 -4.129 -3.204  0.26
O 1.107 4.862 0.402  -0.62
H 0.343 4.566 0.898  0.37
H 1.728 5.153 1.070  0.31
O 3.880 -0.461 -2.155  -0.69
H 3.936 -0.546 -3.107  0.27
H 3.020 -0.815 -1.932  0.27
O 2.990 -0.996 4.726  -0.64
H 3.763 -1.007 5.290  0.28
H 3.010 -0.136 4.307  0.38
O -1.055 -2.350 -2.119  -0.75
H -0.576 -1.630 -1.710  0.37
H -0.575 -3.136 -1.859  0.28
O 4.408 2.078 -1.398  -0.63
H 4.218 1.173 -1.645  0.43
H 4.635 2.508 -2.222  0.28
O 0.214 -0.402 -0.575  0.43
H 0.873 -0.832 -0.030  0.01
H -0.360 0.042 0.048  -0.02
O 1.619 1.669 1.649  -0.47
H 1.093 1.254 0.965  0.11
H 0.989 2.178 2.160  0.27
O 2.739 1.917 4.184  -0.71
H 2.430 2.808 4.350  0.29
H 2.385 1.698 3.322  0.45
O 4.713 -2.376 2.859  -0.55
H 4.061 -2.135 3.518  0.36
H 5.511 -2.542 3.361  0.25



4.
# C40H44Ge2N5Sr

A structure of composition C40H44Ge2N5Sr in a non-equilibrium geometry (wB97M-V/def2-TZVPD, OMol25).

Frontier orbital gap (spin up / spin down), eV: 6.4 / 5.0
HOMO (spin up / spin down), eV: -6.906 / -6.905
Charge: 0
Multiplicity: 2
E_tot, a.u.: -6008.93327

Last column: Mulliken spin population.
Atoms and positions in Å:
Sr -0.666 0.583 1.465  0.02
C -3.816 1.217 -0.137  0.00
N -2.983 1.153 1.062  0.00
C -3.507 1.643 2.135  0.00
C -2.852 1.739 3.404  0.00
C -3.416 2.249 4.568  0.00
C -2.431 2.165 5.552  0.01
C -1.321 1.610 4.930  0.00
N -1.537 1.340 3.627  0.00
C -4.049 2.600 -0.681  0.00
C -3.147 3.637 -0.488  0.00
C -3.384 4.891 -1.028  0.00
C -4.532 5.127 -1.768  0.00
C -5.440 4.096 -1.966  0.00
C -5.198 2.845 -1.424  0.00
H -4.783 0.741 0.063  0.00
H -3.326 0.622 -0.909  0.00
H -4.528 2.034 2.109  0.00
H -4.420 2.625 4.669  0.00
H -2.504 2.464 6.583  0.00
H -0.371 1.393 5.391  -0.01
H -2.245 3.469 0.090  0.00
H -2.667 5.686 -0.873  0.00
H -4.720 6.106 -2.185  0.00
H -6.341 4.269 -2.537  0.00
H -5.909 2.045 -1.580  0.00
C 1.603 0.050 4.050  0.64
C 2.853 -0.582 4.124  -0.02
C 2.993 -1.976 3.959  0.16
C 4.232 -2.569 3.999  -0.08
C 5.369 -1.789 4.222  0.17
C 5.259 -0.411 4.420  -0.07
C 4.020 0.183 4.366  0.16
C 6.666 -2.406 4.222  -0.03
N 7.710 -2.886 4.216  0.08
H 1.524 1.118 4.193  -0.01
H 0.686 -0.519 4.028  0.00
H 2.113 -2.577 3.769  0.00
H 4.337 -3.633 3.844  0.00
H 6.147 0.176 4.609  0.00
H 3.925 1.251 4.515  0.00
C -3.838 -2.063 -1.296  0.00
Ge -2.009 -2.323 -2.000  0.00
C -1.485 -4.017 -1.130  0.00
C -2.277 -2.815 -3.888  0.00
Ge -0.522 -0.461 -1.390  0.00
C -1.226 1.028 -2.554  0.00
C -0.519 2.232 -2.579  0.00
C -0.940 3.321 -3.327  0.00
C -2.111 3.242 -4.066  0.00
C -2.833 2.060 -4.059  0.00
C -2.387 0.972 -3.322  0.00
C 1.165 -0.868 -2.389  0.00
C 2.278 -0.051 -2.185  0.00
C 3.463 -0.228 -2.880  0.00
C 3.576 -1.256 -3.804  0.00
C 2.489 -2.085 -4.025  0.00
C 1.303 -1.883 -3.333  0.00
H -4.375 -3.006 -1.393  0.00
H -4.389 -1.300 -1.840  0.00
H -3.825 -1.788 -0.241  0.00
H -2.256 -4.760 -1.329  0.00
H -1.401 -3.901 -0.050  0.00
H -0.539 -4.400 -1.506  0.00
H -3.100 -3.527 -3.941  0.00
H -1.395 -3.291 -4.306  0.00
H -2.522 -1.956 -4.509  0.00
H 0.401 2.326 -2.007  0.00
H -0.362 4.235 -3.326  0.00
H -2.456 4.091 -4.638  0.00
H -3.748 1.984 -4.631  0.00
H -2.973 0.060 -3.352  0.00
H 2.226 0.746 -1.446  0.00
H 4.301 0.433 -2.698  0.00
H 4.498 -1.404 -4.348  0.00
H 2.559 -2.887 -4.747  0.00
H 0.469 -2.538 -3.543  0.00
C 6.044 -0.862 0.674  0.00
C 4.602 -1.230 0.700  0.00
C 3.942 -2.408 0.433  0.01
C 2.578 -2.120 0.616  0.00
N 2.402 -0.855 0.968  -0.02
N 3.645 -0.335 1.019  0.00
C 1.422 -3.040 0.444  0.01
H 6.370 -0.644 -0.343  0.00
H 6.656 -1.677 1.057  0.00
H 6.237 0.018 1.286  0.00
H 4.381 -3.343 0.144  0.00
H 3.784 0.622 1.297  0.00
H 1.651 -4.035 0.821  0.00
H 1.160 -3.129 -0.610  0.00
H 0.541 -2.665 0.966  0.00



5.
# C4H10NO

An isolated molecule of C4H10NO in a non-equilibrium geometry (wB97M-V/def2-TZVPD, OMol25).

Frontier orbital gap (spin up / spin down), eV: 10.0 / 7.5
HOMO (spin up / spin down), eV: -8.940 / -8.939
Charge: 0
Multiplicity: 2
E_tot, a.u.: -288.24234

Last column: Mulliken spin population.
Atoms and positions in Å:
C 0.161 -0.516 1.878  0.00
N -0.140 -0.678 0.444  0.00
C -1.492 -0.329 -0.070  0.01
C 0.744 0.327 -0.300  0.06
C 0.868 0.486 -1.840  -0.03
O -0.436 0.762 -2.439  0.93
H -0.678 -1.039 2.441  0.00
H 0.943 -1.203 2.135  0.00
H 0.427 0.403 2.313  0.00
H -1.708 -0.607 -1.098  0.00
H -2.272 -0.842 0.717  0.01
H -1.596 0.837 0.092  0.00
H 1.812 0.169 0.089  0.00
H 0.470 1.324 -0.054  0.00
H 1.535 1.366 -1.955  0.03
H 1.364 -0.460 -2.352  0.00



6.
# C7H14

An isolated molecule of C7H14 in a non-equilibrium geometry (wB97M-V/def2-TZVPD, OMol25).

Frontier orbital gap, eV: 10.2
SMILES: C=C(C)[C@H](C)CC
HOMO, eV: -9.132
Charge: 0
E_tot, a.u.: -275.04878

Last column: Mulliken charge in e.
Atoms and positions in Å:
C 2.531 -0.423 -0.174  -1.05
C 1.325 -0.203 0.327  0.54
C 1.008 -0.444 1.770  -1.19
C 0.098 0.409 -0.716  0.56
C -0.430 1.715 -0.163  -1.81
C -0.721 -0.790 -0.934  -0.67
C -2.345 -0.468 -0.467  -1.14
H 2.741 -0.330 -1.231  0.27
H 3.380 -0.680 0.448  0.29
H 1.915 -0.642 2.345  0.40
H 0.516 0.421 2.215  0.28
H 0.327 -1.289 1.883  0.23
H 0.643 0.628 -1.639  0.40
H -1.087 2.191 -0.890  0.42
H 0.399 2.402 0.008  0.43
H -0.948 1.581 0.783  0.35
H -0.494 -1.730 -0.437  0.36
H -0.790 -1.016 -1.997  0.33
H -2.915 -1.325 -0.822  0.42
H -2.397 -0.432 0.617  0.28
H -2.756 0.427 -0.927  0.30